No. 1
22
Properties=species:S:1:pos:R:3:forces:R:3 method="wB97M-V/def2-TZVPD" multiplicity=1 smiles=SS.O.O.O.O.O.O e_above_lowest_kcal_mol=39.1 homo_energy_ev=-9.025 gap_ev=8.819
S -2.589126 -1.053809 0.648660 -0.547 -0.179 0.311
S -3.522220 0.159525 -0.733465 0.274 0.817 0.459
H -2.105882 -2.011670 -0.144790 0.097 0.071 -0.416
H -2.993297 1.293695 -0.145120 -0.183 -0.753 -0.632
H 1.023617 1.647071 1.633496 0.618 -0.584 -0.388
H 0.578198 0.230141 1.577231 0.476 -0.341 0.002
O 1.392873 0.750227 1.470046 -1.199 0.753 0.510
H -0.767245 -2.177043 1.682370 -1.801 0.699 -1.462
H 0.169423 -2.706909 2.445958 1.158 1.295 0.716
O -0.067064 -1.785542 2.167848 0.928 -2.028 0.961
H -0.181982 -1.185878 -2.011970 0.089 0.566 -0.131
H 0.894163 -0.281175 -1.492088 1.142 -0.075 0.339
O 0.088878 -0.252362 -1.984844 -1.404 -0.600 -0.422
H 3.494115 -0.417909 -0.308420 -1.143 0.106 -0.771
H 2.029975 -0.073738 0.049177 0.998 0.055 -0.853
O 2.605866 -0.323327 -0.735984 0.399 0.049 1.672
H 1.028198 1.102178 -4.028177 0.686 0.020 0.251
H 1.946578 1.207515 -2.776512 0.149 0.029 -2.684
O 1.965216 1.265524 -3.802078 -0.685 -0.056 2.396
H -1.422207 0.843905 2.273782 0.366 -0.867 -0.280
H -2.062019 2.116324 2.446864 0.612 0.165 -1.161
O -1.506053 1.653258 1.768009 -1.030 0.857 1.581

=====

No. 2
22
Properties=species:S:1:pos:R:3:forces:R:3 method="wB97M-V/def2-TZVPD" multiplicity=2 total_charge=+1 e_above_lowest_kcal_mol=39.5 homo_energy_ev="-13.467 / -13.461" gap_ev="7.384 / 3.324"
S 2.159048 -0.995711 -0.013777 0.677 0.222 0.709
S 4.040174 -1.360201 0.807564 -0.586 0.219 0.134
H 2.476576 -1.253258 -1.299662 0.142 -0.480 -0.097
H 4.136828 -2.689225 1.167450 -0.350 0.238 -0.673
H -1.461380 2.476261 1.467023 0.844 0.783 0.979
H -1.999472 2.099758 0.148618 -0.555 -0.613 1.820
O -2.152410 1.917730 1.144626 0.048 -0.321 -2.789
H -1.130662 0.336772 1.520839 -1.212 0.162 -0.192
H -0.527135 -1.193785 1.606604 -0.878 0.385 0.230
O -0.371667 -0.253866 1.490765 2.081 -0.524 -0.317
H -1.862048 -0.872770 -2.855606 0.454 0.610 0.378
H -0.979716 -0.936925 -1.611582 -0.375 0.044 0.059
O -1.236846 -0.335962 -2.324216 -0.147 -0.807 -0.312
H -0.185100 -3.172170 -1.351410 0.243 -0.427 0.066
H -1.104368 -3.563599 -0.160094 0.132 -0.387 0.454
O -1.083188 -3.165808 -1.023332 -0.295 0.807 -0.568
H -0.832861 1.407822 -1.996409 0.460 0.981 0.135
H 0.044571 2.735358 -1.651237 1.509 0.197 -0.233
O -0.798828 2.338959 -1.666673 -2.153 -1.135 0.214
H 0.695356 1.416247 2.157116 0.359 -2.828 -0.421
H 1.539239 2.742578 2.156839 -1.892 -1.013 0.284
O 0.633892 2.321787 2.286560 1.490 3.887 0.141

=====

No. 3
21
Properties=species:S:1:pos:R:3:forces:R:3 method="wB97M-V/def2-TZVPD" multiplicity=1 smiles=O.O.O.O.O.O.O e_above_lowest_kcal_mol=45.6 homo_energy_ev=-10.969 gap_ev=10.727
O 0.075526 3.709042 1.697800 0.070 0.329 -0.980
H -0.105695 4.343346 2.387145 -0.025 -0.119 0.404
H 0.168707 2.829472 2.055664 0.046 -0.310 0.500
O 1.663426 2.141929 -1.062231 1.283 1.573 0.432
H 1.523872 2.964562 -0.542700 -0.027 -0.853 -0.479
H 0.869795 1.645403 -0.990964 -1.267 -0.789 0.160
O -0.559130 0.152126 -0.512548 -0.205 -0.474 -0.592
H -0.397719 -0.833563 -0.548392 0.067 1.679 0.658
H -0.411766 0.504554 0.372456 0.134 -0.289 0.043
O 0.739480 0.749616 1.946857 -0.156 -1.057 0.286
H 1.600931 0.450898 1.620329 -0.020 0.431 -0.122
H 0.333625 -0.093625 2.233717 0.163 0.721 0.077
O -0.986041 -3.995392 1.222110 -0.185 -0.175 1.074
H -0.907601 -3.358414 1.949479 -0.108 -0.415 -0.262
H -0.781876 -3.479415 0.437385 0.058 -0.003 0.052
O -0.525897 -0.035062 -3.382763 1.095 1.228 -0.969
H -1.020523 -0.770234 -3.104254 -1.097 -1.230 0.531
H -0.595531 0.616174 -2.680825 -0.036 -0.046 0.281
O -0.287927 -2.455600 -0.706295 1.672 0.204 2.069
H -0.959810 -2.407419 -1.325641 -1.759 -0.221 -2.415
H 0.564154 -2.678400 -1.066329 0.299 -0.183 -0.749

=====

No. 4
21
Properties=species:S:1:pos:R:3:forces:R:3 method="wB97M-V/def2-TZVPD" multiplicity=1 smiles=O.O.O.O.O.O.O e_above_lowest_kcal_mol=41.6 homo_energy_ev=-10.912 gap_ev=10.778
O -0.256775 -0.639035 0.198305 0.084 0.021 0.201
H -0.573305 -0.729025 -0.700555 -0.441 0.056 -0.421
H 0.563175 -0.151995 0.116365 0.320 0.294 0.037
O 0.804075 -2.242105 2.198765 0.247 -0.288 0.603
H 1.631055 -2.207325 1.718015 0.145 -0.026 -0.114
H 0.304525 -1.494095 1.871405 -0.303 -0.017 -0.273
O -1.778135 0.584995 2.351315 -0.235 0.094 0.470
H -1.470665 0.092365 1.590385 0.105 -0.164 -0.548
H -1.007105 1.064505 2.654315 0.021 0.175 0.095
O 0.957725 2.844835 -0.726795 -0.224 0.184 -0.256
H 1.451845 2.763645 -1.542565 0.060 0.081 -0.247
H 1.235185 2.093675 -0.202375 0.202 -0.075 0.444
O -0.188425 -1.011455 -2.944835 -0.112 0.266 0.115
H 0.717185 -1.281785 -2.793115 0.323 -0.053 -0.051
H -0.693905 -1.822195 -2.886245 -0.103 -0.328 -0.069
O -2.846175 -0.362775 -1.800675 -0.041 -0.014 0.280
H -2.980055 -1.273455 -2.063295 -0.228 -0.217 -0.038
H -2.209415 -0.022845 -2.429345 0.223 0.245 -0.224
O 1.997925 1.246685 1.424175 -0.135 -0.276 -0.231
H 1.449265 1.228935 2.208325 -0.199 0.001 0.238
H 2.891995 1.318445 1.758425 0.293 0.042 -0.011

=====

No. 5
21
Properties=species:S:1:pos:R:3:forces:R:3 method="wB97M-V/def2-TZVPD" multiplicity=1 smiles=O.O.O.O.O.O.O e_above_lowest_kcal_mol=58.5 homo_energy_ev=-11.310 gap_ev=10.974
H 0.582529 0.139459 -0.643830 -0.306 -0.103 -0.298
H -0.630090 -0.479936 0.031410 0.012 -0.029 -0.117
H 1.362315 0.867823 1.158790 0.090 -0.314 0.181
H 0.728124 2.135258 1.707835 0.078 -0.069 0.358
H -0.223474 -4.360156 -1.643615 -0.065 0.007 -0.062
H -0.746544 -3.398255 -2.697743 -0.123 -0.014 0.184
H -1.303335 -1.988758 -4.428263 -0.089 0.053 -0.051
H -2.293846 -0.867091 -4.694336 -0.004 -0.034 0.105
H -1.250658 -2.080116 5.042149 0.096 0.023 0.054
H -0.611473 -0.930395 4.280816 0.116 -0.002 0.056
H 2.098556 2.966235 0.395604 0.319 0.085 0.011
H 2.598406 3.651587 1.656749 0.159 -0.029 0.024
H 0.223942 2.815036 -0.817478 -0.148 0.180 -0.242
H -0.652181 2.323927 0.323251 -0.308 -0.022 -0.061
O 0.175772 -0.711211 -0.444079 0.232 0.045 0.192
O 1.004231 1.249294 1.968262 -0.255 0.240 -0.150
O -0.833436 -4.306821 -2.387989 0.157 0.060 -0.019
O -1.948808 -1.424536 -3.987799 0.118 -0.030 -0.133
O -0.491448 -1.486556 5.058807 -0.186 -0.008 -0.122
O 2.859323 3.437156 0.754013 -0.246 0.064 -0.101
O -0.647905 2.448055 -0.632555 0.354 -0.103 0.190

=====

No. 6
21
Properties=species:S:1:pos:R:3:forces:R:3 method="wB97M-V/def2-TZVPD" multiplicity=1 smiles=O.O.O.O.O.O.O e_above_lowest_kcal_mol=48.1 homo_energy_ev=-10.111 gap_ev=9.633
O -2.756534 -15.243596 10.623748 0.890 0.317 -0.224
H -2.224360 -14.686540 10.010816 -0.150 -0.511 1.187
H -2.334713 -15.374683 11.499471 0.219 0.439 -0.993
O -7.908229 -14.778813 12.264819 0.196 0.085 -1.363
H -7.020060 -15.065911 12.017568 -0.004 0.362 -0.066
H -7.942425 -15.102115 13.140908 -0.417 -0.311 1.624
O -2.607218 -17.739774 9.307144 -0.285 -1.217 0.612
H -2.874213 -18.347847 10.036260 0.291 0.652 -0.935
H -2.630911 -16.873493 9.713859 -0.097 0.325 0.240
O -5.195348 -15.123229 11.458589 -0.769 0.331 2.444
H -4.289933 -15.019094 11.227867 0.940 0.028 -0.663
H -5.680290 -15.314670 10.685484 -0.722 -0.508 -1.862
O -5.402708 -13.002195 13.743871 0.110 0.707 -0.229
H -5.226042 -12.476048 12.932915 -0.211 -0.309 0.756
H -5.030057 -13.831844 13.462962 -0.036 -0.737 0.034
O -4.561468 -11.806914 11.484719 0.514 0.395 0.243
H -5.208066 -11.132144 11.297995 -0.346 0.418 -0.190
H -4.507813 -12.344545 10.704387 -0.096 -0.446 -0.488
O -6.286296 -15.201955 8.822923 0.096 0.879 0.264
H -6.059156 -14.241223 8.865238 -0.098 -1.336 -0.401
H -5.599587 -15.688256 8.346328 -0.023 0.434 0.011

=====

No. 7
21
Properties=species:S:1:pos:R:3:forces:R:3 method="wB97M-V/def2-TZVPD" multiplicity=1 smiles=O.O.O.O.O.O.O e_above_lowest_kcal_mol=40.1 homo_energy_ev=-10.394 gap_ev=10.282
O -1.120853 3.309450 0.772090 0.105 -0.077 -0.153
H -0.885466 4.234414 0.642637 -0.028 -0.049 0.080
H -0.541178 2.825136 0.169999 0.007 0.087 0.062
O 1.032953 -3.606166 -0.959358 -0.092 -0.033 -0.090
H 0.365809 -4.205608 -1.312240 0.062 0.039 0.030
H 1.442450 -3.207251 -1.733554 0.008 -0.052 0.052
O -0.292289 -0.579165 -0.145936 0.107 0.064 -0.314
H -0.287277 -0.753216 -1.094625 -0.167 0.050 0.070
H 0.055027 0.315700 -0.042791 -0.065 -0.128 0.208
O 1.530000 1.731658 0.547934 0.136 -0.009 -0.290
H 2.116754 2.179432 1.168967 -0.199 -0.026 0.076
H 2.118731 1.289800 -0.075885 0.004 0.037 0.114
O -1.006583 -0.195635 -3.721558 0.145 -0.137 0.021
H -1.720864 -0.508219 -4.287824 0.006 0.045 0.088
H -0.211137 -0.593876 -4.091352 -0.072 0.066 -0.055
O -0.885764 -2.390617 2.046965 -0.059 -0.096 -0.186
H -0.796427 -1.968313 1.176731 0.121 0.089 0.241
H -0.495887 -3.262828 1.935009 0.029 0.068 0.005
O -0.217730 2.006055 3.323017 0.248 -0.030 -0.179
H 0.214117 1.146021 3.280935 -0.140 -0.009 0.009
H -0.414385 2.233230 2.400841 -0.156 0.101 0.212

=====

No. 8
21
Properties=species:S:1:pos:R:3:forces:R:3 method="wB97M-V/def2-TZVPD" multiplicity=1 smiles=O.O.O.O.O.O.O e_above_lowest_kcal_mol=43.7 homo_energy_ev=-9.970 gap_ev=9.597
O 0.310964 1.574949 1.687510 -0.192 -1.109 -1.113
H -0.442348 1.066488 2.009641 0.048 0.168 0.167
H 0.438705 2.319567 2.241027 0.203 0.940 1.145
O -0.178435 -2.397087 0.976366 -0.360 -0.458 -0.141
H -0.822820 -3.113253 0.839542 0.274 0.429 -0.400
H -0.004297 -2.472908 1.908937 0.261 0.094 0.667
O -1.616440 3.086869 0.064690 -0.374 0.733 1.418
H -0.954045 2.929767 0.762671 -0.088 -0.195 -0.631
H -2.398200 3.361910 0.586913 0.432 -0.070 -0.606
O -2.481418 1.096911 -1.531810 -0.490 0.123 -0.124
H -2.289593 1.844886 -0.938631 0.241 -0.514 -0.460
H -1.634102 0.699587 -1.760409 -0.167 -0.031 0.166
O 0.733964 -1.669784 -2.825218 1.506 -1.164 -0.651
H 0.668163 -1.064694 -2.087684 -0.104 0.483 0.345
H 1.662025 -2.012308 -2.792920 -1.269 0.477 -0.065
O 3.187683 -1.894369 0.442188 1.336 0.206 -0.195
H 3.378073 -1.210253 1.075265 0.890 0.620 0.264
H 2.289343 -1.997376 0.653036 -2.286 -0.867 -0.133
O -0.042637 -0.136537 -0.795664 0.107 -0.434 -0.216
H 0.120442 -0.746645 -0.070651 -0.241 -0.260 0.164
H 0.074973 0.734279 -0.444800 0.273 0.828 0.398

=====

No. 9
21
Properties=species:S:1:pos:R:3:forces:R:3 method="wB97M-V/def2-TZVPD" multiplicity=1 smiles=O.O.O.O.O.O.O e_above_lowest_kcal_mol=13.2 homo_energy_ev=-11.079 gap_ev=11.500
H -1.367454 2.787693 0.477629 1.423 -1.986 -0.920
H -1.592755 1.381006 -0.229416 0.666 0.418 0.410
H -0.126816 0.771235 1.418019 0.204 -0.558 0.215
H -0.269637 -0.759553 1.431167 -0.288 -0.351 -0.203
H 1.715398 -0.142067 1.222452 0.968 -0.162 -0.343
H 3.339657 -0.580347 1.248302 -2.740 1.381 -1.840
H 2.147378 1.240619 -0.677986 -0.105 -0.325 -0.391
H 0.808123 1.855201 -1.131371 1.181 -1.096 -0.642
H 0.914516 -0.411404 -1.535318 0.187 -0.290 -0.339
H 1.718193 -1.266682 -0.684239 0.495 -0.288 0.575
H -0.409656 -1.652274 -0.658484 -0.361 -0.752 0.597
H -1.507233 -2.732629 0.022559 0.661 0.884 -0.356
H -2.344286 -0.721605 -0.335173 -0.266 0.849 -0.062
H -3.540612 0.229895 0.143373 0.874 -0.106 -0.747
O -0.850933 1.978775 0.118366 -2.049 1.567 0.594
O 0.247885 -0.050959 1.825549 -0.258 0.963 0.012
O 2.564327 -0.187037 0.656362 2.171 -1.310 2.290
O 1.554840 1.255284 -1.455204 -1.300 1.644 0.918
O 1.010024 -1.373391 -1.326454 -0.775 0.505 -0.427
O -1.223635 -1.796125 -0.041146 0.142 -0.695 -0.034
O -2.787327 0.174355 -0.488984 -0.831 -0.291 0.695

=====

No. 10
21
Properties=species:S:1:pos:R:3:forces:R:3 method="wB97M-V/def2-TZVPD" multiplicity=1 smiles=O.O.O.O.O.O.O e_above_lowest_kcal_mol=45.1 homo_energy_ev=-11.128 gap_ev=11.554
H -2.026015 2.631128 1.350487 2.127 -2.280 -2.168
H -1.853690 1.643910 0.007513 0.007 0.274 0.918
H -0.384843 0.592582 1.293833 0.701 -1.570 0.513
H -0.235845 -1.003738 1.603844 -0.339 0.274 -0.139
H 2.161636 -0.381259 0.426001 -0.376 0.562 0.768
H 3.417726 -1.101762 0.747253 2.389 -0.519 2.509
H 2.457557 2.121625 -0.819606 -2.194 0.213 0.680
H 1.217578 1.972144 0.218165 0.444 0.269 -0.512
H 0.681629 -0.478690 -0.356165 -0.511 2.249 3.029
H 1.400517 -1.494902 -1.055359 -2.228 1.292 -0.917
H -0.620705 -1.994382 -0.282420 -1.987 0.112 1.713
H -1.474768 -3.164206 0.199875 -0.389 -0.153 0.387
H -2.593669 -0.716988 -0.771825 0.079 -0.074 0.300
H -1.567345 0.083903 -1.470294 3.729 -0.482 -1.964
O -1.372526 2.016118 0.792094 -2.036 1.768 1.379
O 0.259811 -0.187341 1.451048 -0.348 1.741 -0.132
O 2.802501 -0.994848 0.090863 -1.312 -0.046 -2.687
O 1.474530 2.301552 -0.662917 1.704 -0.431 -0.128
O 0.535751 -0.920022 -1.138276 1.879 -3.916 -2.878
O -1.403748 -2.224049 0.400861 2.277 0.040 -2.224
O -2.368789 0.169920 -1.070088 -3.616 0.675 1.552

=====

| no. | energy (a.u.) |
| --- | --- |
| 1 | -1256.1627 |
| 2 | -1255.8227 |
| 3 | -535.0512 |
| 4 | -535.0576 |
| 5 | -535.0306 |
| 6 | -535.0472 |
| 7 | -535.0599 |
| 8 | -535.0541 |
| 9 | -535.1029 |
| 10 | -535.0519 |